The following is a DFT calculation (wB97M-V/def2-TZVPD) of C2H4N4 in the gas phase.

Output
ΔE to the lowest compared entry with this formula, charge and spin, eV: 4.861
Molecular weight, g/mol: 84.1
E_tot, Ha: -297.46567

Geometry as ORCA input:
```
! wB97M-V def2-TZVPD RIJCOSX def2/J DEFGRID3
* xyz 0 1
N 0.840 -0.593 0.968
C -0.131 0.055 0.095
C -1.315 0.488 0.605
N -1.920 1.001 -0.562
N -1.179 0.871 -1.617
N -0.032 0.262 -1.250
H 1.728 -0.097 1.091
H 1.034 -1.578 0.762
H 0.290 -0.530 1.848
H 0.687 0.120 -1.940
*
```

---

The following is a DFT calculation (wB97M-V/def2-TZVPD) of C2H4N4 in the gas phase at a distorted geometry.

Output
ΔE to the lowest compared entry with this formula, charge and spin, eV: 2.382
Molecular weight, g/mol: 84.1
E_tot, Ha: -297.55679

Geometry as ORCA input:
```
! wB97M-V def2-TZVPD RIJCOSX def2/J DEFGRID3
* xyz 0 1
C 0.306 -1.523 0.421
N 0.283 -0.092 0.220
C -0.638 0.399 -0.494
N -0.739 1.787 -0.748
N 0.195 2.382 -0.192
N 1.031 2.936 0.306
H 0.238 -1.740 1.492
H 1.264 -1.923 0.073
H -0.506 -2.057 -0.097
H -1.441 -0.166 -0.986
*
```

---

The following is a DFT calculation (wB97M-V/def2-TZVPD) of C2H4N4 in the gas phase.

Output
ΔE to the lowest compared entry with this formula, charge and spin, eV: 3.342
Molecular weight, g/mol: 84.1
E_tot, Ha: -297.52150

Geometry as ORCA input:
```
! wB97M-V def2-TZVPD RIJCOSX def2/J DEFGRID3
* xyz 0 1
N -0.172 -1.799 0.930
C 0.028 -0.509 0.273
N -1.212 -0.811 0.373
N -0.650 1.583 -0.868
C 0.592 1.364 -0.679
N 1.043 0.204 -0.043
H -0.137 -1.870 1.940
H -0.087 -2.662 0.407
H -0.806 2.464 -1.346
H 1.401 2.035 -0.987
*
```

---

The following is a DFT calculation (wB97M-V/def2-TZVPD) of a molecular structure, C2H4N4 at a distorted geometry.

Output
ΔE to the lowest compared entry with this formula, charge and spin, eV: 2.055
Molecular weight, g/mol: 84.1
E_tot, Ha: -297.56878

Geometry as ORCA input:
```
! wB97M-V def2-TZVPD RIJCOSX def2/J DEFGRID3
* xyz 0 1
C -0.574 0.347 -0.017
C 1.286 -0.199 0.635
H -2.394 1.225 0.646
H -2.260 0.331 -0.933
H 2.308 -0.137 1.151
H 1.709 -1.603 -0.857
N -1.895 0.522 0.004
N 0.294 0.468 0.975
N 1.191 -0.660 -0.464
N -0.108 -0.431 -1.046
*
```

---

The following is a DFT calculation (wB97M-V/def2-TZVPD) of C2H4N4 in the gas phase.

Output
ΔE to the lowest compared entry with this formula, charge and spin, eV: 1.136
Structure (SMILES): Nc1cnn[nH]1
Molecular weight, g/mol: 84.1
E_tot, Ha: -297.60254

Geometry as ORCA input:
```
! wB97M-V def2-TZVPD RIJCOSX def2/J DEFGRID3
* xyz 0 1
N 1.483 -0.398 0.487
C 0.190 -0.121 0.036
C -0.995 -0.818 0.105
N -1.981 -0.040 -0.425
N -1.488 1.090 -0.813
N -0.166 1.037 -0.560
H 2.132 0.376 0.423
H 1.880 -1.182 -0.007
H -1.202 -1.789 0.529
H 0.440 1.811 -0.775
*
```

---

The following is a DFT calculation (wB97M-V/def2-TZVPD) of C2H4N4 in the gas phase.

Output
ΔE to the lowest compared entry with this formula, charge and spin, eV: 1.084
Structure (SMILES): Nc1cnn[nH]1
Molecular weight, g/mol: 84.1
E_tot, Ha: -297.60449

Geometry as ORCA input:
```
! wB97M-V def2-TZVPD RIJCOSX def2/J DEFGRID3
* xyz 0 1
N 0.421 -1.344 0.775
C 0.039 -0.162 0.157
C -0.915 0.786 0.449
N -0.786 1.818 -0.431
N 0.176 1.574 -1.250
N 0.691 0.369 -0.902
H 0.956 -1.979 0.200
H -0.339 -1.818 1.243
H -1.666 0.788 1.223
H 1.422 -0.033 -1.465
*
```

---

Look up the ΔE to the lowest compared entry with this formula, charge and spin of the fifth one. 1.136 eV

---

Repeat the first record exactly.
The following is a DFT calculation (wB97M-V/def2-TZVPD) of C2H4N4 in the gas phase.

Output
ΔE to the lowest compared entry with this formula, charge and spin, eV: 4.861
Molecular weight, g/mol: 84.1
E_tot, Ha: -297.46567

Geometry as ORCA input:
```
! wB97M-V def2-TZVPD RIJCOSX def2/J DEFGRID3
* xyz 0 1
N 0.840 -0.593 0.968
C -0.131 0.055 0.095
C -1.315 0.488 0.605
N -1.920 1.001 -0.562
N -1.179 0.871 -1.617
N -0.032 0.262 -1.250
H 1.728 -0.097 1.091
H 1.034 -1.578 0.762
H 0.290 -0.530 1.848
H 0.687 0.120 -1.940
*
```